[1]
Formula: C34H66O21
Source: OMol25
Level of theory: ωB97M-V/def2-TZVPD

Properties
E (a.u.): -2914.46755
Spin multiplicity: 2
Net charge: +1
HOMO-LUMO gap (spin up / spin down) (hartree): 0.3041 / 0.0696
LUMO level (spin up / spin down) (eV): -2.15 / -8.53

```
121
Properties=species:S:1:pos:R:3:forces:R:3
C 8.35429 9.04174 8.16288 2.21 -1.89 -1.48
O 7.05781 8.63294 8.47932 -0.96 -0.34 -0.34
C 6.37252 7.94960 7.40744 -1.01 2.60 1.72
C 5.70200 6.65769 7.96650 0.67 -1.85 -1.23
O 4.35053 6.49628 7.53867 1.05 0.84 -0.10
C 3.38695 7.15968 8.27623 0.84 -0.43 0.52
C 2.37433 7.72465 7.28817 -0.80 -0.79 -0.79
O 1.23874 8.20205 7.94614 0.96 0.75 -0.26
C 0.44249 7.23669 8.57784 -0.75 -0.69 0.40
H 9.07770 9.29930 8.93648 -1.19 0.85 0.76
H 8.46777 9.65251 7.26724 -0.50 0.66 0.31
H 8.87481 8.13247 7.86224 0.23 -0.49 -0.46
H 6.86195 7.95871 6.43355 0.74 -0.95 0.40
H 5.53852 8.61809 7.19375 -0.44 0.09 0.05
H 5.75946 6.41054 9.02654 0.13 1.08 0.24
H 6.21274 5.82988 7.47459 -0.02 -0.25 -0.02
H 3.76504 7.93840 8.93860 0.30 -0.19 0.22
H 3.00372 6.30309 8.83076 -1.08 0.01 0.55
H 2.17941 6.95367 6.54273 -0.55 -0.42 0.18
H 2.96166 8.42961 6.69981 -0.71 1.01 0.41
H -0.43216 7.64354 9.08533 0.00 0.84 -0.66
H 0.90585 6.78341 9.45416 0.84 -0.37 -0.12
H 0.08852 6.47687 7.88109 0.21 -0.15 -0.06
C 10.77033 13.88701 12.12315 -0.07 -0.35 -0.53
O 9.88916 14.84562 11.51221 0.15 0.17 0.21
C 10.29397 15.37787 10.26766 0.10 0.88 -0.14
C 11.26446 16.54356 10.47537 1.89 -0.61 1.52
O 12.67179 16.14396 10.49758 0.28 0.98 -0.56
C 13.56122 17.22690 10.89653 -0.43 0.17 -0.27
C 15.04265 16.85941 10.87398 -0.53 -2.17 0.28
O 15.29980 15.93157 11.94043 1.12 0.40 1.05
C 16.61441 15.95802 12.56377 -0.77 0.73 -0.70
H 11.76985 13.81744 11.69396 -0.14 0.16 -0.68
H 10.25550 12.93230 12.01558 0.33 -0.24 0.25
H 11.00736 14.07192 13.17087 -0.75 0.43 0.14
H 9.48707 15.92392 9.77894 -0.88 -0.34 0.52
H 10.49684 14.58015 9.55311 0.89 0.04 0.00
H 11.04982 16.83049 11.50478 -0.25 0.17 0.28
H 11.08385 17.47284 9.93508 0.14 -0.31 -0.90
H 13.18937 17.62354 11.84125 0.38 -0.19 0.47
H 13.52866 18.09155 10.23364 -0.57 0.02 -0.65
H 15.75126 17.68412 10.79774 -0.29 0.40 0.62
H 15.20906 16.28553 9.96236 -0.09 0.04 -0.43
H 16.57210 15.58397 13.58671 -0.36 -0.42 -0.26
H 16.98011 16.97840 12.67857 -0.10 0.31 -0.19
H 17.36184 15.42778 11.97360 -0.08 -0.28 -0.02
C 9.86219 5.00055 6.23254 1.31 -1.31 1.13
O 9.34132 4.28407 7.37688 0.87 1.30 -0.45
C 8.45784 3.22995 7.05505 1.28 1.52 -1.20
C 7.94016 2.69444 8.29555 -2.69 -0.51 1.64
O 6.97453 3.68283 8.81508 1.32 -0.44 -0.84
C 6.22346 3.38045 9.95560 0.70 -0.41 0.07
C 6.91865 3.90953 11.17783 1.76 2.06 -0.84
O 8.33347 3.54942 11.10813 0.22 0.00 1.40
C 9.25237 4.24673 12.03518 -1.57 0.07 0.03
H 10.71853 5.55105 6.62207 -0.51 0.72 0.16
H 9.17587 5.59999 5.63441 -0.34 0.00 0.31
H 10.41540 4.31590 5.58965 -0.49 -0.42 -0.49
H 9.02028 2.46370 6.52156 -0.23 -0.22 -0.38
H 7.73105 3.75929 6.43888 -0.78 -0.97 -0.31
H 8.70654 2.34468 8.98723 0.11 0.76 0.24
H 7.30904 1.82059 8.13380 0.11 -0.35 -0.46
H 6.02901 2.32109 10.12308 -0.33 -0.26 -0.64
H 5.33944 3.98869 9.76421 -0.61 -0.50 0.64
H 6.32662 3.81174 12.08779 0.51 -0.68 0.41
H 6.91498 4.97300 10.93889 0.06 0.63 0.53
H 9.02010 5.31006 12.09413 -0.32 0.10 -0.12
H 10.31973 4.22987 11.81482 -0.29 -0.73 -0.89
H 9.14928 3.85182 13.04589 -0.18 -0.17 0.03
C 5.48385 13.11115 12.53466 -0.85 0.02 1.05
C 5.39869 13.42120 14.04968 0.03 -0.56 -2.49
C 5.28791 12.20621 14.93709 -1.14 -0.56 0.84
O 6.23006 12.45164 16.04314 -0.45 0.69 -1.58
C 7.06292 13.43155 15.54805 3.59 -0.39 3.53
O 8.10599 13.81269 16.08865 -2.83 -1.15 -0.98
O 6.67583 13.84471 14.39644 0.53 2.31 -1.35
H 6.09023 12.20765 12.47091 -0.22 0.11 -0.77
H 5.84009 13.95885 11.94934 0.56 -0.04 0.37
H 4.44665 13.03371 12.20859 0.01 -0.86 -0.27
H 4.64026 14.20325 14.08534 0.11 0.16 1.13
H 5.52185 11.28075 14.41087 0.52 0.12 0.03
H 4.27210 12.05904 15.30396 0.15 0.17 0.46
C 9.07423 9.48013 13.06700 0.00 0.32 -0.05
C 7.90806 9.28451 12.11977 -0.76 1.61 1.40
C 7.40290 7.89067 11.87786 0.87 -2.16 -1.37
O 5.92805 7.83426 11.94466 1.73 1.76 -0.11
C 5.61141 9.09676 12.29363 -1.53 2.53 1.48
O 4.48938 9.58231 12.33837 2.22 -1.46 -0.30
O 6.73101 9.84515 12.70220 -3.26 -1.10 0.57
H 8.90588 9.17279 14.09913 -0.16 -0.81 -0.26
H 9.24713 10.54911 13.19152 0.16 0.10 -0.46
H 9.96331 9.03745 12.61790 0.11 -0.01 0.32
H 7.94991 10.07373 11.36911 1.11 -1.23 -1.51
H 7.81644 7.15644 12.56923 -0.22 0.32 0.48
H 7.70631 7.51638 10.90014 -0.23 0.05 -0.22
C 9.75815 2.86356 17.41683 -0.98 -1.70 -2.52
C 9.34849 3.58522 16.05802 -0.72 -1.78 2.89
C 7.92073 4.24334 16.10935 2.55 -2.57 1.11
O 8.27393 5.40770 15.47491 -3.71 1.61 -0.75
C 9.54123 5.66294 15.50530 2.41 1.67 -2.03
O 9.99583 6.65376 14.99877 0.16 -0.18 0.74
O 10.23522 4.61947 15.94823 1.12 2.38 0.08
H 8.92751 2.18951 17.62610 -0.15 0.04 0.51
H 10.00788 3.46510 18.29085 -0.17 0.42 -0.56
H 10.55460 2.16126 17.17075 0.38 0.27 0.30
H 9.42049 3.11573 15.07695 0.03 -1.36 0.50
H 7.64936 4.36359 17.15816 -0.47 0.38 -0.15
H 7.27904 3.54197 15.57603 -0.49 0.79 -0.16
C 12.70425 10.41511 16.53345 -1.10 -0.73 2.08
C 13.21832 11.08584 15.31946 1.10 -0.40 1.23
C 14.27771 10.22485 14.71282 0.94 -0.99 -1.85
O 13.76385 9.98854 13.30423 1.70 0.48 2.00
C 12.59174 10.63315 13.20440 1.10 -1.36 -0.23
O 11.98435 10.67841 12.19383 -1.00 0.37 -1.00
O 12.20286 11.06249 14.38168 -2.01 1.57 -0.29
H 13.15743 10.62728 17.50180 0.41 0.63 -0.24
H 12.80383 9.33048 16.49159 -0.24 -0.07 -0.46
H 11.64443 10.62971 16.67076 -0.03 0.12 -0.05
H 13.58934 12.09108 15.51932 -0.33 0.20 -0.22
H 14.39937 9.27061 15.22537 -0.43 -0.17 -0.37
H 15.28449 10.64205 14.73373 -0.16 0.35 -0.69
```
Positions in Å, forces in eV/Å.

Löwdin atomic charge list, values in e, 6 entries:
1 C -0.094
2 O -0.151
3 C -0.093
4 C -0.062
5 O 0.029
6 C -0.128



[2]
Formula: C34H67N2O2PSbSi3Ti
Source: OMol25
Level of theory: ωB97M-V/def2-TZVPD

Properties
E (a.u.): -3894.98840
Spin multiplicity: 3
Net charge: +1
HOMO-LUMO gap (spin up / spin down) (hartree): 0.2294 / 0.2346
LUMO level (spin up / spin down) (eV): -3.09 / -3.16

```
111
Properties=species:S:1:pos:R:3:forces:R:3
Ti -1.41810 -14.10423 8.43956 -0.49 0.80 -0.04
C -2.82455 -16.91021 8.62604 -0.26 -0.21 -1.06
O -1.78135 -15.99079 8.17259 -1.46 -2.31 -0.19
Si -0.34029 -16.39446 7.32119 1.09 0.52 -0.70
C -0.55007 -16.65406 5.45831 -0.87 -0.20 0.18
C 0.28175 -17.97668 8.07590 -0.40 0.03 0.77
C 0.41978 -14.74106 7.83667 1.32 0.18 -1.13
Si 0.41482 -13.10930 6.74332 -0.48 -1.06 -0.16
C 0.67920 -11.51379 7.70431 1.53 0.53 -0.09
C -1.48628 -12.80196 6.38367 -0.97 0.45 0.17
C 1.32435 -13.07899 5.04138 -1.33 -1.19 0.26
Si 2.13137 -14.94004 8.51563 2.04 -0.46 -0.92
C 3.28554 -15.32685 6.94270 0.88 -0.43 0.19
C 2.69119 -13.30504 9.31868 0.12 -0.06 -1.51
C 2.57998 -16.32128 9.75793 -0.87 -0.76 -0.55
H -3.73966 -16.33887 8.86076 0.57 -0.18 -0.04
H -2.47040 -17.43985 9.51908 -0.15 0.06 -0.33
H -3.07374 -17.61896 7.78135 0.33 0.62 1.04
H -1.22959 -17.44183 5.07106 -0.03 0.53 0.58
H 0.38906 -16.99129 5.06947 1.02 -0.13 0.00
H -0.74406 -15.72453 4.93006 -0.27 0.14 -0.04
H 1.35191 -18.15579 8.00738 0.04 0.30 0.07
H -0.16485 -18.85317 7.61214 -0.35 -0.02 -0.10
H -0.02843 -17.96184 9.14620 0.46 -0.19 -0.54
H 0.42639 -10.63903 7.07865 -0.14 -0.47 -0.01
H 1.79463 -11.40333 7.86395 -1.44 0.09 0.35
H 0.08784 -11.39762 8.63834 0.60 -0.23 -0.33
H -2.31887 -13.18426 7.10820 0.39 1.00 -1.45
H -1.82774 -13.20817 5.42040 0.09 0.10 0.26
H -1.61665 -11.68315 6.36864 0.01 -1.13 -0.06
H 1.06004 -12.14212 4.54583 0.31 0.00 -0.02
H 0.92781 -13.92836 4.38895 0.55 1.02 0.87
H 2.39842 -13.21977 5.16968 -0.11 0.21 -0.13
H 3.77094 -14.41974 6.54347 -0.25 -0.05 0.24
H 2.77698 -15.76398 6.06381 -0.22 0.15 0.45
H 4.17147 -16.02617 7.09547 -1.10 0.74 0.30
H 3.15324 -12.60517 8.56671 -0.14 -0.80 0.94
H 3.31739 -13.46299 10.17343 0.64 -0.10 0.29
H 1.80469 -12.82841 9.67337 -0.67 0.51 0.40
H 3.47880 -16.09031 10.29619 0.60 0.54 0.16
H 2.79925 -17.31279 9.28421 -0.44 0.85 0.32
H 1.81824 -16.44079 10.53822 0.01 -0.16 -0.13
C -1.93715 -23.82946 13.41460 1.66 -0.33 -1.37
C -2.90590 -24.46312 12.42680 -0.31 -0.20 -0.76
Sb -3.99401 -22.94748 11.25362 -0.36 -0.52 0.36
C -5.06265 -24.46965 10.03815 -0.66 1.12 2.01
C -6.45649 -23.95120 9.72783 -0.91 -1.29 -0.40
C -2.49742 -22.30415 9.75480 0.03 0.21 0.34
C -1.00239 -22.49159 9.99733 -0.01 -0.11 0.36
H -0.99294 -24.43253 13.46754 -0.79 0.38 0.30
H -2.40037 -23.77880 14.37340 -0.10 0.28 0.75
H -1.59636 -22.83375 13.07453 -0.25 -0.25 0.39
H -3.53687 -25.18864 12.98125 -0.10 0.59 -0.64
H -2.45897 -25.02897 11.58915 0.31 0.07 0.62
H -5.09583 -25.33960 10.69558 0.11 -0.11 -0.33
H -4.51847 -24.64689 9.17954 1.33 -0.61 -1.73
H -7.14599 -24.33072 10.48364 -0.15 0.10 -0.06
H -6.90478 -24.19531 8.73525 0.62 -0.24 0.60
H -6.49912 -22.90398 9.78693 -0.13 1.60 0.07
H -2.71974 -21.23975 9.57392 -0.14 -0.48 -0.16
H -2.78378 -22.91369 8.91194 -0.21 0.10 -0.52
H -0.86204 -23.33878 10.63768 0.30 -0.49 0.64
H -0.50469 -21.63643 10.45946 -0.18 -0.02 0.03
H -0.43677 -22.76381 9.11433 -0.06 0.25 -0.49
C -0.60894 -11.77315 15.92614 1.11 0.72 0.06
C -0.85362 -13.16668 15.33473 0.68 -0.36 -0.25
N 0.37713 -13.73674 14.63795 -2.40 1.88 1.27
C 1.46931 -14.19377 15.53874 -0.45 -0.45 -2.51
C 2.81261 -13.57113 15.19400 0.81 -1.09 0.04
C 0.23252 -14.11043 13.35285 0.37 -0.92 0.55
O 0.91777 -14.98594 12.84383 0.63 0.02 -0.09
C -0.81209 -13.48939 12.45252 0.55 0.81 0.39
C -1.29505 -12.14979 12.51146 -0.33 -1.22 -0.53
C -2.06141 -11.70885 11.43102 0.33 0.48 -0.04
C -2.38448 -12.54754 10.35152 0.82 -0.88 2.22
N -1.88016 -13.82165 10.36611 -0.42 1.06 0.49
C -1.05809 -14.26636 11.34182 -1.71 1.34 -0.31
H -1.41173 -11.03985 15.90423 -0.32 -0.18 -0.53
H 0.31107 -11.29974 15.48830 -0.88 -0.38 0.30
H -0.43296 -11.87369 17.00319 0.26 -0.01 -0.19
H -1.72424 -13.31179 14.65933 0.61 0.42 0.60
H -1.04081 -13.75975 16.22955 -0.08 -0.66 -0.38
H 1.51366 -15.27497 15.26922 0.19 0.52 1.03
H 1.17094 -13.94010 16.53549 -0.21 -0.40 0.55
H 2.93712 -13.53182 14.10085 -0.06 0.46 0.43
H 3.50835 -14.36288 15.49622 0.33 0.32 0.02
H 3.13290 -12.67302 15.74719 -0.59 -0.13 -0.53
H -1.15474 -11.52912 13.41166 0.17 -0.25 -0.82
H -2.34433 -10.66653 11.40571 -0.39 -0.01 0.03
H -3.15943 -12.28735 9.63921 0.24 -0.01 -0.18
H -0.69834 -15.26023 11.20715 0.48 -0.41 0.15
C -4.20073 -16.08773 14.29921 0.87 -0.84 -0.52
P -5.22861 -15.48531 12.95743 -0.47 -0.15 -0.82
C -6.68132 -15.13314 14.05254 -1.38 -1.00 -0.87
C -5.65013 -17.10855 12.16076 0.02 -0.21 0.25
C -5.86279 -17.09923 10.78915 0.44 1.61 -0.45
C -6.39586 -18.16825 10.11947 -0.30 -0.72 0.06
C -6.64621 -19.34154 10.80226 0.00 -0.34 0.98
C -6.29070 -19.46181 12.15599 0.39 0.65 -0.17
C -5.79526 -18.33405 12.84001 -0.50 0.15 0.04
H -3.48800 -16.84585 13.87626 -0.64 0.54 0.84
H -4.88420 -16.43112 15.06574 0.41 -0.62 0.35
H -3.65539 -15.24704 14.67304 0.53 0.44 0.47
H -7.23360 -16.10037 14.33314 1.03 1.36 0.00
H -7.43215 -14.51996 13.52278 0.37 -0.12 0.29
H -6.28492 -14.57310 14.89853 -0.26 -0.13 0.17
H -5.60829 -16.18268 10.21169 -0.44 -0.54 0.56
H -6.67088 -18.09523 9.08931 0.01 0.09 -0.54
H -7.16155 -20.17308 10.34001 0.21 -0.04 -0.21
H -6.37629 -20.43989 12.62272 -0.09 0.31 0.16
H -5.59601 -18.33318 13.92457 -0.10 -0.38 -0.64
```
Positions in Å, forces in eV/Å.

Löwdin atomic charge list, values in e, 6 entries:
1 Ti 0.688
2 C -0.039
3 O -0.426
4 Si 0.412
5 C -0.136
6 C -0.139